Formula: C5H14N2O
Source: OMol25
Level of theory: ωB97M-V/def2-TZVPD

## Properties
**Energy above the lowest of the compared OMol25 structures with the same formula, charge and spin**: 26.6 kcal per mole
**Max |F|**: 0.048 Eh/bohr
**Gap between HOMO and LUMO**: 10.448 eV
**HOMO energy**: -9.6769 eV
**Structure (SMILES)**: [H]/N=C(\N)CCCC.O

The geometry in XYZ format:
```
22
Properties=species:S:1:pos:R:3:forces:R:3
H -2.456 0.012 -1.684 0.143 -0.190 -0.037
N -2.009 0.321 -0.827 -0.336 -0.214 0.141
C -1.618 -0.611 -0.035 0.076 0.024 -0.896
N -1.691 -1.944 -0.322 -0.151 -0.072 0.124
C -0.956 -0.225 1.229 2.189 1.048 0.383
C 0.704 0.001 1.041 -2.072 -1.351 0.213
C 1.190 -0.137 -0.391 0.148 0.498 0.000
C 2.698 0.082 -0.487 -0.237 -0.050 0.087
H -1.235 -2.607 0.279 -0.016 0.020 -0.011
H -1.902 -2.243 -1.261 0.004 0.049 0.131
H -1.141 -0.949 2.024 0.091 -0.008 -0.092
H -1.332 0.751 1.532 -0.140 -0.192 -0.006
H 1.019 0.950 1.463 -0.329 0.125 0.017
H 1.112 -0.806 1.652 0.380 0.085 0.005
H 0.930 -1.117 -0.791 -0.014 -0.112 -0.030
H 0.693 0.615 -1.007 -0.002 -0.090 -0.001
H 3.033 -0.020 -1.516 0.106 0.017 -0.094
H 3.233 -0.646 0.121 0.120 -0.034 0.047
H 2.961 1.083 -0.137 0.013 -0.048 -0.025
O -0.676 2.534 -0.211 -1.066 -0.918 -0.489
H -1.318 3.258 -0.136 0.299 -0.395 -0.079
H -1.239 1.697 -0.537 0.792 1.807 0.613
```
Forces are in eV/Å.